C5H35NO11S | ωB97M-V/def2-TZVPD

```
53
Properties=species:S:1:pos:R:3
C -1.6663 2.1563 0.0933
C -0.2788 1.9065 -0.4909
C -0.2205 0.4248 -1.0154
C 0.9139 0.1849 -1.9552
S 1.3546 -1.4045 -2.8837
C -0.1787 -2.4624 -3.0867
N 0.8463 2.2222 0.4122
H -2.1976 2.9653 -0.4989
H -2.4232 1.3906 0.3703
H -1.5760 2.4837 1.2392
H -0.2890 2.5835 -1.3616
H -1.1634 0.3926 -1.5922
H -0.4229 -0.2203 -0.0978
H 0.9585 0.9490 -2.7856
H 1.8823 0.3053 -1.3083
H -0.6197 -2.0369 -4.0529
H 0.0391 -3.5845 -3.3297
H -0.8445 -2.5599 -2.2457
H 1.6987 1.7190 0.2896
H 0.5656 2.4063 1.3894
H 0.9782 -2.8097 1.2956
H -0.0368 -2.9651 0.1434
O -0.0114 -2.8068 1.2019
H -1.8038 -1.6062 1.9842
H -2.8488 -0.9746 2.8523
O -2.6706 -1.7367 2.3693
H -3.6317 -1.7334 0.5379
H -4.7448 -0.9629 0.9039
O -4.1008 -0.9556 0.2136
H 0.5527 -0.4573 1.2372
H 1.4018 0.1323 2.4817
O 1.2725 -0.7362 1.8755
H -2.4342 -0.9546 -1.6319
H -3.7034 -1.9252 -2.0130
O -2.8636 -1.3555 -2.4515
H 2.1125 3.5558 -1.9342
H 2.5034 3.4886 -0.4657
O 2.8692 3.5182 -1.3454
H 0.5231 1.7629 4.1215
H 1.9118 2.2324 3.7873
O 1.0392 2.1989 3.4588
H -1.8321 0.8069 -4.2919
H -1.8894 -0.3096 -3.4617
O -1.3261 0.0875 -4.0931
H 0.5535 -2.2608 3.7980
H -0.8765 -2.5741 3.6525
O -0.2661 -2.3957 4.3407
H 4.3787 0.9304 1.2639
H 4.4511 2.3471 0.6596
O 3.8979 1.7314 1.1441
H 3.8717 -1.1008 -0.2742
H 2.7867 -0.7195 0.8697
O 3.5575 -1.2737 0.6807
```

Values from the calculation:
SMILES: CSCC[C@@H](C)N.O.O.O.O.O.O.O.O.O.O.O
Energy above the lowest of the compared OMol25 structures with the same formula, charge and spin: 64.6 kcal per mole
Multiplicity: 1
Kohn-Sham gap: 8.24 eV
F_max: 4.91 eV/Å